1.
DFT (ωB97M-V with the def2-TZVPD basis set) results for a molecular structure, C14H26N5O8P2RhS.

Structure (XYZ):
```
57
Properties=species:S:1:pos:R:3:forces:R:3:mulliken_charge:R:1
Rh 0.97824 1.49764 -0.13491 0.72 -0.11 0.01 0.894
S -2.05672 -0.97955 -0.29383 0.01 -0.15 0.00 0.502
P 0.66807 -1.28061 0.00757 0.54 -0.26 -0.20 1.337
P 4.22805 0.52186 0.46584 -0.22 0.27 -0.02 0.837
O 0.91466 -0.49368 -1.24655 -0.34 0.13 -0.36 -0.743
O 0.74071 -0.37696 1.19386 -0.36 0.33 0.38 -0.696
O -0.83668 -2.01369 -0.10234 -0.17 0.34 0.01 -0.193
O 1.52102 -2.57677 0.16391 0.02 -0.05 0.19 -0.368
O 4.15960 -1.64141 -1.03924 -0.16 -0.05 0.01 -0.506
O 3.28695 1.20953 -0.47730 -0.09 -0.43 0.20 -0.694
O 5.69959 1.11070 0.32756 0.01 0.03 0.07 -0.499
O 3.87118 0.87538 1.96016 0.09 -0.09 -0.02 -0.537
N -0.83836 2.96514 0.05233 0.00 0.09 0.02 -0.177
N 2.81338 5.42912 -0.30988 -0.06 0.04 0.00 0.162
N 1.49642 5.71131 -0.25303 0.10 -0.03 0.01 -0.595
N 1.86760 3.50819 -0.14033 -0.33 0.10 -0.08 -0.021
N -2.71233 5.02862 0.12408 0.04 -0.10 0.00 -0.519
C 4.70482 -2.20572 1.23547 -0.03 -0.03 0.02 -1.476
C -3.06971 3.75285 0.23286 -0.03 0.12 0.00 -0.467
C -3.01455 -2.87725 1.57267 0.00 0.00 0.02 -0.315
C -3.23344 -2.93889 -1.95458 0.02 -0.02 -0.04 -0.135
C -0.47727 4.25213 -0.03820 0.14 0.00 -0.01 0.425
C 4.20930 -1.21703 0.24833 0.19 0.07 -0.21 0.760
C -2.03254 -2.82538 2.73786 -0.01 0.01 0.00 -1.285
C -2.14168 2.72615 0.19737 0.06 -0.09 0.02 0.115
C -2.74842 -1.49928 -1.85792 -0.01 -0.05 -0.02 -0.867
C -3.81886 -3.19024 -3.34308 0.02 0.00 0.01 -1.421
C -1.41854 5.27655 -0.00560 -0.03 0.02 0.00 -0.166
C 3.03501 4.12025 -0.24729 0.02 -0.09 0.01 -0.375
C 0.95972 4.52549 -0.15237 -0.13 0.00 0.04 0.064
C -3.26622 -1.50243 0.94610 0.06 -0.06 -0.01 -1.019
H -3.07814 -3.01187 -4.12300 0.00 0.00 0.00 0.359
H -2.39712 -3.61591 -1.77287 0.00 0.00 0.02 0.280
H -2.44440 1.69501 0.29839 -0.01 0.00 -0.01 0.225
H -2.69383 -3.59000 0.81307 0.00 0.00 0.00 0.187
H -3.24428 -0.71781 1.70344 -0.01 0.01 0.00 0.574
H 1.15990 -3.43859 -0.07379 -0.04 0.03 -0.10 0.345
H -3.98572 -3.22567 1.92866 0.00 -0.01 -0.01 0.476
H -1.94956 -1.27760 -2.57121 -0.01 0.01 0.00 0.513
H -2.42112 -2.19726 3.54042 0.00 0.00 0.00 0.386
H 4.29738 -2.01183 2.22838 0.01 0.01 0.00 0.361
H 3.48493 6.17909 -0.38934 0.00 0.00 -0.01 0.220
H -3.54892 -0.77045 -2.03023 -0.01 -0.02 0.01 0.518
H 3.99990 3.64499 -0.28508 0.01 0.02 0.00 0.529
H 4.39223 -3.20219 0.92504 0.00 0.00 0.01 0.370
H -4.21436 -1.44147 0.40686 -0.02 -0.01 0.02 0.649
H 4.52834 0.64628 2.63165 -0.01 0.07 0.02 0.341
H -1.88138 -3.82352 3.14503 0.00 0.00 0.01 0.372
H -3.98995 -3.13924 -1.19410 -0.01 0.01 0.00 0.251
H 6.13543 0.97094 -0.52385 0.04 -0.05 0.03 0.364
H 3.67600 -1.00611 -1.59061 0.02 0.01 0.00 0.402
H -4.15038 -4.22309 -3.42734 0.00 0.00 0.00 0.391
H -4.67811 -2.54603 -3.53179 0.00 0.00 -0.01 0.370
H -4.12490 3.54233 0.35270 0.00 -0.01 0.00 0.405
H -1.09932 6.30824 -0.08521 -0.01 0.00 0.00 0.490
H 5.79767 -2.21091 1.30786 0.00 0.00 -0.02 0.388
H -1.05929 -2.42934 2.44737 0.00 0.00 0.00 0.211
```
Forces are in eV/Å.

As for the expectation value of S²: 6.007. For the frontier orbital gap (spin up / spin down), the calculation gives 0.2599 / 0.2995 hartree. As for the total energy: -2615.83664 a.u. For the energy relative to the best compared isomer or geometry (same formula, charge and spin), the calculation gives 0.0 kcal per mole. The net charge is +2. As for the spin multiplicity: 5.

---

2.
DFT (ωB97M-V with the def2-TZVPD basis set) results for 12 unconnected molecules or ions with the total composition C49H103F9N10O21S3 in a non-equilibrium geometry.

Structure (XYZ):
```
195
Properties=species:S:1:pos:R:3:forces:R:3:mulliken_charge:R:1
S 18.23927 13.93762 12.82117 0.82 1.20 1.85 0.576
S 14.77416 10.96558 17.31877 -3.23 0.56 -0.81 0.939
S 11.92415 16.66092 17.63076 0.45 -1.16 -0.24 0.734
F 14.48774 11.81228 19.84222 -0.17 -0.19 -0.46 -0.257
F 9.27114 16.58856 17.11989 1.27 0.10 1.53 -0.247
F 9.80838 18.29704 18.34863 0.76 -0.06 -0.27 -0.216
F 9.78838 16.40524 19.26724 -0.03 -1.01 0.75 -0.109
F 19.23110 14.79686 10.46203 -0.37 0.43 0.21 -0.197
F 16.42595 12.16333 19.01876 0.03 0.16 -0.33 -0.228
F 17.76489 13.16139 10.39728 0.08 0.53 -0.23 -0.207
F 19.79942 12.81358 10.94143 0.22 -0.26 0.62 -0.224
F 14.75067 13.41676 18.41244 0.07 -0.20 -0.19 -0.112
O 11.87678 15.21316 17.42467 -0.09 1.19 0.31 -0.318
O 18.11773 18.42889 14.80417 0.73 0.82 -1.48 -0.710
O 12.07245 21.82396 19.46346 -2.23 1.25 1.09 -0.283
O 13.28863 11.15815 17.25294 2.16 -0.11 -0.10 -0.503
O 16.37979 19.55950 14.15995 -0.42 0.93 -0.56 -0.643
O 12.20099 17.41939 16.41274 -0.62 0.18 0.84 -0.397
O 12.72761 17.10273 18.78249 -0.85 0.05 -0.54 -0.844
O 14.98347 17.59833 7.11396 -0.90 -0.76 0.95 -0.340
O 23.22547 16.05895 12.93392 -0.88 -0.61 -0.68 -0.380
O 17.82966 15.32550 13.01513 -0.44 -0.20 -1.17 -0.325
O 15.77774 21.30268 17.11656 -0.53 0.84 -0.06 0.004
O 15.50042 11.40891 16.12922 -0.28 0.09 1.18 -0.486
O 15.14794 9.68075 17.84485 0.55 -0.16 0.20 -0.795
O 17.23931 12.94394 13.08728 -0.38 -0.26 -0.55 -0.045
O 19.48407 13.73760 13.54297 0.91 -0.43 0.14 -0.772
O 12.79038 20.94891 15.90375 -1.20 1.29 0.59 -0.245
O 19.86488 16.26146 16.99519 -0.54 -0.13 -0.92 -0.078
O 10.44241 17.10269 11.27022 2.24 0.51 -1.75 -0.576
O 13.56813 14.98207 10.76722 -1.55 -0.01 -0.77 0.436
O 11.73189 18.70563 12.23912 -0.02 -0.41 -0.62 -0.324
O 13.49775 23.73540 12.22631 0.87 0.02 0.13 -0.333
N 13.59318 19.89341 18.22305 0.19 -1.84 1.95 1.310
N 20.26640 16.82831 13.91253 0.47 -0.02 0.55 2.266
N 15.50785 15.74595 15.01342 -1.11 -1.30 -0.14 1.785
N 13.68658 14.87718 14.16746 0.19 -0.39 0.44 1.219
N 18.10134 9.97704 15.02812 -0.58 -0.62 1.16 0.278
N 18.16900 9.58794 17.16714 0.04 -0.32 -1.00 0.340
N 14.66079 21.49870 14.05624 0.98 -0.08 -0.95 1.811
N 10.85707 12.97206 19.49427 -0.83 0.19 0.24 0.510
N 9.65997 11.38072 18.69387 -2.90 1.66 0.16 0.251
N 12.72815 16.98018 8.77247 -0.46 -0.21 1.38 -0.211
C 11.98731 13.66972 20.13029 -0.48 0.00 0.39 0.102
C 18.31654 19.67893 12.74345 1.29 -1.21 0.03 -1.156
C 18.11499 8.90083 18.43964 -2.05 1.89 1.60 -0.816
C 11.58291 21.74071 15.91226 -1.09 -0.70 -1.08 -1.000
C 16.58447 15.91718 15.94266 1.35 0.21 0.84 -0.375
C 16.02448 20.06621 17.78246 -1.01 1.61 1.28 -1.645
C 21.07174 17.04721 12.63667 -1.05 1.15 -0.29 -1.007
C 12.52189 20.86691 20.38991 0.76 -0.45 -2.32 -0.775
C 9.11631 10.14802 18.21616 0.17 -1.86 0.27 -0.933
C 21.24338 17.01807 15.10434 -0.28 -0.99 -1.88 -0.326
C 10.85564 11.72815 19.01300 2.35 0.69 0.03 -0.104
C 17.63692 9.17760 16.00997 0.02 -0.59 -0.56 -0.176
C 12.62248 14.71035 9.69617 0.50 -0.75 0.59 -0.856
C 14.72487 14.66597 14.99829 -0.89 -0.69 0.54 -0.500
C 14.82734 14.42014 10.63658 1.30 -0.54 0.23 -1.085
C 14.87657 23.26980 12.23306 -1.29 0.77 -0.68 -0.915
C 17.86713 9.83868 13.55412 0.90 1.19 1.16 0.642
C 13.81776 16.13347 13.63463 1.49 -0.41 0.76 -1.177
C 10.74444 18.00116 12.20488 -1.05 0.02 1.33 0.602
C 18.87590 10.75756 16.95481 -0.73 -1.45 0.16 -0.608
C 14.81909 19.15599 17.77625 -0.25 -0.18 -0.84 0.366
C 12.60350 13.86818 13.88935 0.87 0.72 -0.87 -0.311
C 8.81832 12.44074 19.02892 -1.72 -1.03 -0.67 -1.230
C 9.69753 18.08246 13.35645 -0.47 0.41 -2.95 -0.469
C 16.07647 17.43636 6.28939 -0.71 0.41 -1.91 -0.875
C 14.98945 16.64712 14.14173 -0.78 0.30 -0.91 -1.028
C 15.18554 22.85569 13.64184 -0.83 0.41 0.11 -0.356
C 12.72102 20.20106 14.72669 -0.04 -1.25 -1.21 0.189
C 18.84397 10.97806 15.63036 0.03 0.73 -1.15 -0.855
C 20.32815 15.70500 18.21099 1.12 0.61 -1.43 -0.865
C 23.90032 14.90198 12.51641 2.35 -1.26 3.30 -0.792
C 13.88807 17.69040 9.22788 2.26 -0.31 0.63 -0.196
C 16.47569 9.51285 13.19308 -1.90 -1.48 -1.40 -1.342
C 13.04328 24.21086 10.96461 0.86 -0.13 -0.41 -0.825
C 9.54185 13.44259 19.51884 1.97 -1.25 -0.35 -0.461
C 10.12189 16.99417 18.15689 -0.80 1.26 -2.60 0.304
C 17.57665 19.23307 13.96821 -0.50 -1.88 1.49 -0.133
C 11.26702 14.51222 13.56008 0.57 -0.80 -1.38 -1.041
C 15.21328 17.42237 8.48119 0.94 1.31 0.89 -0.387
C 11.54907 14.25206 21.49008 1.47 -0.26 -0.50 -1.473
C 15.11153 12.16118 18.70178 0.92 -0.12 0.44 0.452
C 13.76550 20.31802 19.65140 -1.29 -0.68 1.15 -0.244
C 18.80956 13.68847 11.07179 -0.76 -0.66 -0.77 0.436
C 10.91772 22.58047 19.98527 -1.12 -2.67 -1.27 -0.957
C 20.57999 17.30475 16.39564 0.55 -1.17 0.68 -1.013
C 12.84560 15.56960 8.49609 1.83 -0.54 -0.48 -0.712
C 22.03651 15.97722 12.16390 -1.12 1.26 0.21 -0.456
C 13.38374 20.95203 13.51560 -0.68 -1.66 1.16 -1.109
C 16.36174 22.50476 17.70321 -0.10 -1.67 0.11 -0.868
H 18.70990 9.47731 19.18560 -0.28 -0.46 -0.72 0.273
H 12.63720 13.22278 14.73263 -0.50 -0.41 0.97 0.570
H 14.81680 13.78014 15.65717 0.11 0.66 -0.68 0.023
H 13.71553 18.74144 9.06530 -0.36 0.44 0.16 0.800
H 11.64120 14.90925 10.10020 -0.30 0.16 0.37 0.300
H 11.25001 14.95738 12.55858 0.54 0.53 0.35 -0.052
H 18.10823 10.84015 13.24013 0.03 0.28 -0.52 -0.524
H 21.34648 17.66866 17.04076 0.81 0.26 0.78 0.653
H 16.91227 8.33177 15.86497 1.13 1.03 0.28 0.346
H 12.84097 19.20437 18.10500 -0.14 0.01 0.36 -0.622
H 15.76579 16.51063 8.80097 -0.69 -0.03 -0.74 0.055
H 19.21884 11.80182 15.03607 0.04 -0.08 0.07 0.676
H 10.53502 13.75196 13.37147 -0.40 -0.84 0.46 0.615
H 14.53313 21.07736 19.62369 0.17 -0.01 0.34 0.403
H 16.27875 22.87969 13.83342 -0.83 0.04 0.19 0.437
H 15.45856 14.75082 9.81486 -0.30 0.51 -0.45 0.293
H 9.11094 17.15740 13.44773 0.11 0.55 0.01 0.338
H 12.93459 21.29911 21.28435 -0.14 0.30 0.72 0.405
H 11.72136 11.14287 18.77651 0.54 -0.11 0.13 0.500
H 12.40180 14.76220 21.98719 -0.34 -0.62 -0.31 0.393
H 10.19718 22.77874 19.16733 0.49 -0.40 0.30 0.266
H 13.80630 24.69731 10.34874 0.41 0.41 0.57 0.334
H 12.48720 17.50828 7.98556 -0.97 0.24 -1.61 0.302
H 13.57291 20.10054 12.84528 0.12 0.84 -0.31 0.387
H 12.76005 21.69681 13.08900 -0.25 0.72 -0.48 0.672
H 14.57118 21.53402 15.06760 0.09 -0.06 0.43 -0.360
H 16.74923 19.57197 17.24596 2.10 -1.27 -1.02 0.731
H 21.73065 17.94243 14.82977 0.48 0.19 0.02 0.387
H 16.37390 23.25880 16.95007 0.08 0.40 -0.73 0.260
H 12.24050 24.92609 11.10243 -0.23 -0.28 0.12 0.270
H 21.33082 15.26295 18.11056 -0.07 0.18 0.02 0.308
H 16.72403 18.30686 6.31564 0.27 0.14 -0.14 0.290
H 15.68050 9.90067 13.80641 0.13 0.52 0.64 0.246
H 13.12422 16.49763 12.93526 -0.46 0.47 -0.74 0.694
H 10.37825 22.06188 20.81193 0.46 -0.17 -0.76 0.359
H 11.76070 20.08219 20.62735 0.50 0.55 -0.24 0.393
H 16.62420 16.53897 6.38912 0.83 -1.14 1.01 0.346
H 21.52507 15.00590 12.27388 0.47 0.00 -0.33 0.183
H 9.06777 18.99685 13.10826 0.52 -1.27 0.48 0.343
H 16.21830 16.20643 16.93061 -0.43 -0.24 0.01 0.398
H 19.21100 19.03554 12.58215 -0.53 0.67 0.19 -0.167
H 12.60791 13.63283 9.39316 0.38 0.61 0.33 0.360
H 13.35295 19.32203 14.81505 0.01 -0.28 0.57 -0.865
H 10.88693 15.16142 14.29719 -0.26 0.90 0.95 0.145
H 24.05339 14.90889 11.47735 0.18 -0.28 -1.47 0.379
H 17.03121 9.03117 18.74876 1.26 -0.78 -0.02 0.339
H 15.62323 17.26639 5.30228 0.38 0.72 -0.10 0.294
H 12.93558 13.23610 13.05433 0.02 0.42 0.00 0.059
H 16.17860 9.79338 12.17906 0.64 0.78 -0.03 0.381
H 16.23798 8.45452 13.05608 0.48 -0.37 0.74 0.432
H 15.56218 17.49618 13.83886 -0.10 0.53 0.22 0.316
H 13.36967 20.64290 17.58646 0.13 0.64 -0.43 0.709
H 13.83756 15.29780 8.06211 -0.23 0.33 0.32 0.207
H 17.77588 19.67204 11.82714 -0.98 -0.33 -0.53 0.344
H 20.33866 16.47713 18.95720 -0.11 0.09 0.80 0.378
H 15.93361 18.22872 8.82118 -0.59 -0.44 -0.10 0.459
H 10.30687 18.28146 14.17813 0.54 0.20 1.76 -0.302
H 12.19639 15.22719 7.71625 -0.89 0.22 -0.38 0.655
H 14.53904 18.74731 16.78989 0.46 0.44 0.09 -0.441
H 14.56938 23.60532 14.18166 0.95 -0.36 0.40 0.299
H 11.66591 19.80048 14.59536 1.43 0.77 -0.41 0.439
H 10.83994 15.03078 21.34693 -0.92 0.47 0.07 0.430
H 8.37780 10.26862 17.39368 0.33 0.24 0.92 0.350
H 15.38241 14.68704 11.53233 0.03 -0.07 0.23 -0.065
H 22.25640 16.24977 11.08658 -0.26 -0.66 0.96 0.474
H 13.97057 19.45628 20.29978 0.95 -0.10 -0.77 0.200
H 12.39837 14.39866 19.43023 -0.01 -0.19 0.19 -0.252
H 19.37373 17.48661 14.06251 1.39 -0.74 -0.15 -0.478
H 19.64121 14.92014 18.34598 -0.81 -0.90 0.96 0.179
H 8.71896 9.58847 19.12747 0.26 0.51 -1.55 0.335
H 12.80866 23.37427 10.32890 -0.87 -0.50 -0.16 0.317
H 14.99370 22.47917 11.51382 0.10 -0.61 -0.45 0.369
H 18.45288 7.88978 18.42401 0.12 -0.63 -0.32 0.356
H 7.75972 12.27457 18.86860 0.18 0.45 0.10 0.455
H 21.97558 16.19163 15.01813 -0.47 0.45 0.41 0.399
H 15.42500 20.75295 13.86615 -0.20 0.30 0.43 -0.181
H 17.12595 14.94992 16.06649 -0.13 0.95 -0.34 0.381
H 16.36269 20.29140 18.81697 -0.08 -0.40 -0.52 0.557
H 12.63427 12.84380 20.30951 1.08 -0.06 0.09 0.439
H 11.16288 23.48919 20.37726 1.35 2.52 0.94 0.385
H 18.62319 20.68701 12.83492 0.59 1.15 0.41 0.428
H 14.16320 17.54439 10.28553 -0.61 -0.06 -0.13 -0.421
H 9.40084 14.41618 19.85981 -0.80 0.96 0.39 0.907
H 10.68494 21.10254 16.10733 0.75 0.17 -0.40 0.254
H 17.20583 16.78763 15.65850 -0.05 -0.91 -0.30 -0.670
H 17.39250 22.27596 18.01031 -0.34 0.29 0.16 0.333
H 11.19542 17.14323 10.53528 -1.61 -0.10 1.41 0.320
H 11.48479 22.24332 14.93888 -0.15 -0.31 0.12 0.380
H 23.40363 13.99014 12.90667 -0.23 0.33 -0.72 0.305
H 14.85116 13.33434 10.53676 -0.46 -0.29 0.21 0.396
H 19.95911 18.12090 16.19777 -1.47 1.26 -0.01 0.143
H 15.49618 24.11316 11.90103 0.19 -0.21 0.30 0.586
H 24.89559 14.81865 13.05597 -0.91 0.60 -0.82 0.267
H 20.29172 17.21319 11.87998 0.43 -0.07 -0.05 0.520
H 15.73098 22.89010 18.50638 0.20 -0.21 0.29 0.254
H 11.18732 13.42566 22.10102 -0.17 0.32 0.22 0.384
H 18.63157 9.17349 13.17202 -0.08 -0.30 -0.12 0.322
H 21.67997 17.96033 12.75206 -0.56 -0.12 0.06 0.531
H 19.88559 15.86272 13.84303 0.07 0.30 0.42 -0.382
H 19.18323 11.21606 17.85939 0.75 0.81 0.02 0.535
H 15.02802 18.24828 18.37572 -0.48 0.73 0.12 0.495
H 11.49620 22.52055 16.61243 0.92 0.78 1.39 0.310
H 9.95406 9.60380 17.77309 -0.19 -0.28 0.19 0.343
```
Forces are in eV/Å.

For the frontier orbital gap, the calculation gives 0.3431 hartree. As for the total energy: -6149.23546 a.u. The net charge is +2.

---

Q: Look up the net charge of the second one.
A: +2